(1)
ORCA calculation (ωB97M-V/def2-TZVPD) on C49H48NO6P2Pd as an isolated structure at a distorted geometry.

gap between HOMO and LUMO	5.86	eV
energy relative to the best compared isomer or geometry (same formula, charge and spin)	0.0	kcal/mol
E_LUMO	-0.1652	Ha
DFT total energy	-87419.249	eV
2S+1	1
HOMO energy	-0.380	hartree
net charge	+1

Element x y z (Å)
C -0.25081 -1.06375 5.44953
C 1.09481 -1.28540 5.16550
C 1.77790 -0.43747 4.28595
C 1.05869 0.57858 3.67721
O 1.66907 1.30122 2.61699
P 2.01322 0.65365 1.17033
O 2.92372 1.82268 0.51406
C 3.24586 3.08620 1.03472
C 4.60316 3.38401 1.14721
C 4.96496 4.61136 1.70569
C 3.97470 5.50538 2.11526
C 2.61829 5.19365 1.95093
C 2.23703 3.96949 1.39811
O 3.11280 -0.48582 1.53667
C 4.37034 -0.69156 0.97738
C 5.34944 -1.14074 1.86252
C 6.65830 -1.26743 1.39955
C 6.95701 -0.98533 0.06548
C 5.95245 -0.59147 -0.81591
C 4.63248 -0.44171 -0.36568
Pd 0.30553 -0.33802 0.13695
P -1.81901 0.31123 0.55619
O -2.33108 -0.43248 1.91928
C -3.57409 -0.38238 2.56520
C -4.13897 -1.59748 2.94427
C -5.45482 -1.58866 3.40722
C -6.13785 -0.38174 3.56243
C -5.50814 0.82962 3.27695
C -4.19079 0.83411 2.81118
O -2.16130 1.89148 0.77597
C -2.94202 2.69031 -0.08822
C -3.95488 3.44201 0.50270
C -4.94082 3.97509 -0.32997
C -4.84306 3.82203 -1.71227
C -3.74641 3.16549 -2.27760
C -2.76432 2.60144 -1.45901
O -2.97770 -0.10938 -0.51098
C -3.85227 -1.19928 -0.45506
C -5.21054 -0.92135 -0.60099
C -6.11857 -1.96814 -0.42224
C -5.65820 -3.25132 -0.13717
C -4.28772 -3.51116 -0.06602
C -3.36181 -2.47868 -0.24435
C 0.46853 -1.85220 -1.29397
C 1.32530 -2.92856 -0.64323
C 0.82769 -3.66620 0.45071
C 1.64693 -4.54201 1.17847
C 2.98374 -4.72653 0.80472
C 3.47311 -4.04582 -0.31871
C 2.63441 -3.20732 -1.06574
C 1.00593 -0.86604 -2.23445
C 0.22346 -0.06564 -3.08878
C -0.26436 0.87081 3.99527
C -0.92625 0.02262 4.88066
H -0.78661 -1.73025 6.12994
H 1.63144 -2.10642 5.63371
H 2.84072 -0.56716 4.08154
H 5.33228 2.64198 0.81029
H 6.01908 4.84456 1.81781
H 4.25971 6.46299 2.55974
H 1.84544 5.90189 2.26118
H 1.19377 3.71191 1.24480
H 5.05864 -1.35278 2.89393
H 7.43167 -1.58562 2.09628
H 7.98092 -1.08109 -0.28983
H 6.17496 -0.38595 -1.86466
H 3.82954 -0.15037 -1.04944
H -3.55709 -2.51136 2.83919
H -5.93726 -2.53860 3.65175
H -7.16247 -0.38055 3.92849
H -6.01102 1.78668 3.41759
H -3.63880 1.75943 2.63483
H -3.98185 3.54291 1.58676
H -5.77696 4.50157 0.12873
H -5.62199 4.22995 -2.35458
H -3.65227 3.07621 -3.36135
H -1.89194 2.09792 -1.88026
H -5.52683 0.10096 -0.82799
H -7.18621 -1.76530 -0.50086
H -6.36921 -4.06265 0.02125
H -3.91926 -4.51979 0.14240
H -2.28471 -2.64862 -0.20772
H -0.55025 -2.21317 -1.46985
H -0.20410 -3.50336 0.77472
H 1.24927 -5.07770 2.04747
H 3.63489 -5.39701 1.37647
H 4.52431 -4.17334 -0.60943
H 3.02723 -2.72402 -1.96013
H 2.10109 -0.91715 -2.31288
H -0.85528 -0.19028 -2.96705
H 0.54085 0.96326 -3.27797
H -0.74935 1.73042 3.54062
H -1.97028 0.22863 5.13088
C 0.56757 0.52776 -7.37275
C 1.16847 -0.85956 -7.08285
C 1.76000 -0.79306 -5.67458
N 1.24384 0.44541 -5.06743
C 0.81674 1.38108 -6.13121
H 1.02129 0.97636 -8.25481
H -0.50469 0.44541 -7.53328
H 0.38769 -1.61852 -7.10290
H 1.93545 -1.12101 -7.81195
H 1.48502 -1.65636 -5.05863
H 2.86015 -0.76568 -5.73935
H 1.98972 0.87803 -4.53788
H 1.60996 2.11555 -6.33984
H -0.07644 1.93446 -5.81976

These are the Mulliken partial charges, in e, on atoms 1 to 99:
1. C -0.78
2. C -0.54
3. C -0.29
4. C 0.03
5. O -0.32
6. P 1.19
7. O -0.09
8. C 0.46
9. C -0.40
10. C -0.51
11. C -0.61
12. C -0.63
13. C -0.32
14. O -0.31
15. C 0.52
16. C -0.48
17. C -0.51
18. C -0.68
19. C -1.03
20. C 0.15
21. Pd -0.73
22. P 0.53
23. O -0.08
24. C 0.13
25. C -0.24
26. C -0.54
27. C -0.62
28. C -0.81
29. C -0.15
30. O 0.16
31. C 0.60
32. C -0.39
33. C -0.66
34. C -0.69
35. C -0.53
36. C -0.30
37. O 0.15
38. C 0.47
39. C -0.59
40. C -0.50
41. C -0.67
42. C -0.63
43. C 0.47
44. C -0.92
45. C 0.45
46. C 0.11
47. C -0.89
48. C -0.45
49. C -0.67
50. C -0.19
51. C 0.71
52. C -1.04
53. C -0.24
54. C -0.49
55. H 0.42
56. H 0.44
57. H 0.43
58. H 0.41
59. H 0.39
60. H 0.36
61. H 0.39
62. H 0.45
63. H 0.32
64. H 0.41
65. H 0.42
66. H 0.44
67. H 0.39
68. H 0.43
69. H 0.42
70. H 0.40
71. H 0.43
72. H 0.47
73. H 0.50
74. H 0.41
75. H 0.40
76. H 0.41
77. H 0.39
78. H 0.45
79. H 0.42
80. H 0.40
81. H 0.42
82. H -0.34
83. H 0.90
84. H 0.31
85. H 0.41
86. H 0.41
87. H 0.35
88. H 0.42
89. H 0.14
90. H 0.35
91. H 0.13
92. H 0.54
93. H 0.48
94. C -0.52
95. C -0.65
96. C -0.39
97. N -0.25
98. C -0.67
99. H 0.30

---

(2)
ORCA calculation (ωB97M-V/def2-TZVPD) on an isolated molecule of C3H3NO2 at a distorted geometry.

gap between HOMO and LUMO	11.81	eV
energy relative to the best compared isomer or geometry (same formula, charge and spin)	39.6	kcal/mol
E_LUMO	0.0018	Ha
DFT total energy	-8743.415	eV
2S+1	1
HOMO energy	-0.432	hartree
net charge	0

Element x y z (Å)
C 1.16855 -0.56591 0.21153
O 0.27601 -0.19942 -0.87107
C -0.91591 0.40534 -0.85818
O -1.51169 0.65375 -1.87243
C -1.46872 0.75036 0.48759
N -1.88584 1.01199 1.53985
H 0.84103 -0.37901 1.23619
H 1.38227 -1.62963 0.08765
H 2.11430 -0.04745 0.03888

Which charges does Mulliken predict for the atoms? In e, they are:
1. C -0.62
2. O -0.33
3. C 0.70
4. O -0.47
5. C 0.21
6. N -0.31
7. H 0.35
8. H 0.24
9. H 0.24

---

(3)
ORCA calculation (ωB97M-V/def2-TZVPD) on an isolated molecule of C3H7N at a distorted geometry.

gap between HOMO and LUMO	10.78	eV
energy relative to the best compared isomer or geometry (same formula, charge and spin)	19.5	kcal/mol
E_LUMO	0.0446	Ha
DFT total energy	-4713.312	eV
2S+1	1
HOMO energy	-0.352	hartree
net charge	0

Element x y z (Å)
C -0.24229 -0.23403 1.49697
C 0.25262 -0.47183 0.09205
C -0.58379 0.03749 -1.05804
H -0.85740 0.63796 1.59016
H -0.76012 -1.16145 1.78030
H 0.57240 -0.11718 2.24322
H 0.82021 -1.36938 -0.08831
H -1.44614 0.62032 -0.79279
H -0.60772 -0.46018 -2.03385
H 0.56146 1.46086 -0.24637
N 0.73686 0.62847 -0.80547

Which charges does Mulliken predict for the atoms? In e, they are:
1. C -1.14
2. C 0.11
3. C -0.37
4. H 0.32
5. H 0.29
6. H 0.29
7. H 0.35
8. H 0.22
9. H 0.23
10. H 0.27
11. N -0.57

---

(4)
ORCA calculation (ωB97M-V/def2-TZVPD) on C29H36KN10O4PSe4 as an isolated structure.

gap between HOMO and LUMO	3.41	eV
energy relative to the best compared isomer or geometry (same formula, charge and spin)	0.0	kcal/mol
E_LUMO	0.1177	Ha
DFT total energy	-340751.805	eV
2S+1	1
HOMO energy	-0.008	hartree
net charge	-2

Element x y z (Å)
K -0.18382 -0.39597 0.39333
C -4.22387 4.08360 1.67707
N -3.33859 2.96078 1.88245
C -3.02384 2.39373 3.09353
C -2.17188 1.35972 2.82726
N -1.95503 1.29232 1.48205
C -2.66286 2.25083 0.93178
P -2.80077 2.58581 -0.85831
C -3.01186 0.90413 -1.52774
N -2.09465 -0.03008 -1.62295
C -2.67395 -1.08296 -2.26575
C -3.97234 -0.78003 -2.55819
N -4.19104 0.49143 -2.08630
C -5.43397 1.21952 -2.16557
C -1.08084 2.90827 -1.31139
N -0.06963 2.07228 -1.23255
C 0.99198 2.69862 -1.81506
C 0.61090 3.93751 -2.24770
N -0.71530 4.07376 -1.93087
C -1.53224 5.23022 -2.20822
H -4.55069 4.44309 2.65067
H -3.71030 4.89273 1.15826
H -5.09668 3.79156 1.09234
H -3.43379 2.77764 4.01204
H -1.70645 0.64154 3.48651
H -2.10575 -1.97423 -2.48592
H -4.75156 -1.33624 -3.05105
H -6.14341 0.62374 -2.73667
H -5.85121 1.39688 -1.17233
H -5.29179 2.17833 -2.66461
H 1.94435 2.19586 -1.93691
H 1.14766 4.72019 -2.75613
H -0.92812 5.94756 -2.76003
H -2.39950 4.96106 -2.81190
H -1.87864 5.70257 -1.28705
Se 0.82645 -3.58158 -3.59555
Se 1.27868 -1.80619 -2.07091
Se 3.59691 -1.29919 -1.72824
Se 4.16296 0.84873 -2.61996
N 2.21210 -2.18263 1.83840
N 1.77022 -2.19045 3.17419
C 0.62993 -1.47849 3.63289
O 0.63784 -1.15251 4.83669
O -0.27692 -1.27412 2.77826
H 1.62737 -2.75155 1.24123
H 2.27449 -1.24556 1.44256
H 2.53799 -2.13679 3.82229
N 4.00820 3.83362 5.35857
C 4.04530 4.08926 4.01382
O 4.63619 5.05081 3.56089
C 3.25824 3.13152 3.15741
C 2.24660 2.33292 3.68116
C 1.59787 1.45207 2.82742
N 1.91492 1.32581 1.54263
C 2.88553 2.09054 1.04246
C 3.57736 3.02070 1.80972
H 4.65281 4.36349 5.91978
H 3.76764 2.90956 5.67324
H 1.92600 2.38056 4.71319
H 0.79092 0.83842 3.20378
H 3.15723 1.90958 0.00363
H 4.36560 3.61692 1.37414
C -5.62743 -3.67652 5.39313
C -4.54886 -3.52977 4.35498
C -4.73820 -2.72622 3.24371
C -3.74888 -2.54440 2.27702
C -4.05124 -1.62632 1.13345
C -2.53114 -3.21838 2.44305
C -1.42808 -3.11720 1.44962
O -1.50481 -2.51819 0.39899
C -2.31053 -4.01544 3.57990
C -0.98535 -4.67913 3.83856
C -3.32577 -4.16788 4.51139
H -6.56185 -3.22498 5.05870
H -5.33922 -3.19032 6.32854
H -5.82428 -4.72594 5.62286
H -5.68120 -2.20245 3.12072
H -5.00474 -1.12328 1.32061
H -4.11435 -2.16499 0.18789
H -3.28046 -0.87248 0.99383
H -0.51122 -3.67189 1.69155
H -0.16423 -3.96131 3.83060
H -0.75889 -5.44338 3.09208
H -1.00056 -5.16253 4.81567
H -3.14816 -4.77999 5.38968

Which charges does Mulliken predict for the atoms? In e, they are:
1. K 0.79
2. C -0.84
3. N 0.32
4. C -0.90
5. C -0.90
6. N 1.06
7. C -0.57
8. P -0.53
9. C -0.10
10. N 0.29
11. C -0.51
12. C -0.68
13. N 0.39
14. C -0.93
15. C -0.56
16. N 0.64
17. C -0.24
18. C -0.63
19. N 0.30
20. C -0.83
21. H 0.31
22. H 0.27
23. H 0.29
24. H 0.42
25. H 0.55
26. H 0.38
27. H 0.40
28. H 0.32
29. H 0.30
30. H 0.33
31. H 0.11
32. H 0.41
33. H 0.32
34. H 0.30
35. H 0.26
36. Se -0.83
37. Se 0.06
38. Se -0.28
39. Se -0.78
40. N -0.55
41. N 0.08
42. C -0.10
43. O -0.88
44. O 0.01
45. H 0.28
46. H 0.20
47. H 0.26
48. N -0.39
49. C 0.24
50. O -0.64
51. C 1.26
52. C -1.38
53. C -0.10
54. N 0.25
55. C -0.14
56. C -1.00
57. H 0.24
58. H 0.21
59. H 0.40
60. H 0.22
61. H 0.28
62. H 0.49
63. C -1.56
64. C 0.86
65. C -1.22
66. C 0.90
67. C -0.87
68. C 1.09
69. C -0.58
70. O -0.47
71. C 1.14
72. C -1.81
73. C -0.93
74. H 0.34
75. H 0.30
76. H 0.35
77. H 0.19
78. H 0.29
79. H 0.37
80. H -0.09
81. H 0.40
82. H 0.33
83. H 0.38
84. H 0.34
85. H 0.30

---

(5)
ORCA calculation (ωB97M-V/def2-TZVPD) on a 2-piece molecular cluster, C3H4N2O2 overall.

gap between HOMO and LUMO	8.75	eV
energy relative to the best compared isomer or geometry (same formula, charge and spin)	86.4	kcal/mol
E_LUMO	0.0271	Ha
DFT total energy	-10248.520	eV
2S+1	1
HOMO energy	-0.295	hartree
net charge	0

Element x y z (Å)
N 1.14602 1.31765 -1.30344
C 0.99523 0.42888 -0.29716
C 1.26438 -0.49799 0.53930
O -1.78669 -2.17553 0.27145
C -2.26806 -1.16428 0.60481
O -2.85944 -0.22178 0.96342
N -0.14195 0.13336 0.56048
H 0.24771 1.61698 -1.64614
H 1.82119 1.10848 -2.02826
H 1.74326 -1.34091 0.99572
H -0.16164 0.79514 1.33981

Which charges does Mulliken predict for the atoms? In e, they are:
1. N -0.46
2. C 0.43
3. C -0.54
4. O -0.43
5. C 0.85
6. O -0.44
7. N -0.46
8. H 0.26
9. H 0.25
10. H 0.34
11. H 0.19

---

(6)
ORCA calculation (ωB97M-V/def2-TZVPD) on C53H40KN12O2S4 as an isolated structure at a distorted geometry.

gap between HOMO and LUMO	5.46	eV
energy relative to the best compared isomer or geometry (same formula, charge and spin)	24.8	kcal/mol
E_LUMO	0.0567	Ha
DFT total energy	-137254.500	eV
2S+1	1
HOMO energy	-0.144	hartree
net charge	-1

Element x y z (Å)
K -0.45831 0.17709 -0.36841
N -0.73261 4.64869 1.72649
C -0.76391 3.72679 0.70439
S -2.26951 3.07609 0.28829
N 0.36049 3.61819 0.04519
N 0.65749 2.59649 -0.71851
C 1.55139 2.76739 -1.63351
C 2.06189 1.67519 -2.40181
C 3.01439 1.91289 -3.41191
C 3.41739 0.86699 -4.21021
C 2.89189 -0.40091 -3.98141
C 2.02749 -0.55971 -2.90641
N 1.61949 0.43529 -2.14621
H -1.47321 4.57889 2.40409
H 0.18409 4.88489 2.07669
H 1.95579 3.76359 -1.84541
H 3.41179 2.90829 -3.55011
H 4.13629 1.02719 -5.00271
H 3.15209 -1.23571 -4.61731
H 1.62949 -1.52891 -2.64171
S -0.91301 -2.07761 2.02989
C 0.16519 -1.61281 3.26339
N 0.19249 -2.32411 4.36939
N 0.96149 -1.97451 5.42389
C 1.24869 -0.75711 5.98429
C 0.51979 0.40899 5.71079
C 0.83719 1.59039 6.34509
C 1.87379 1.64769 7.26609
C 2.57489 0.49309 7.56909
C 2.27189 -0.69551 6.94009
N 1.08679 -0.61641 3.16679
N 1.36699 -0.06701 2.05709
C 2.43099 0.81579 2.11919
C 2.95409 1.30119 3.32429
C 3.98909 2.20939 3.31269
C 4.52309 2.64249 2.10749
C 4.02839 2.14379 0.91239
C 2.99149 1.23489 0.91159
H 1.31469 -2.78871 5.90939
H -0.29071 0.37559 4.99949
H 0.27579 2.48599 6.12259
H 2.13159 2.57899 7.74669
H 3.36799 0.51789 8.30259
H 2.83159 -1.59121 7.17459
H 2.52219 0.96079 4.25149
H 4.37819 2.58529 4.24889
H 5.32469 3.36909 2.10899
H 4.43389 2.48449 -0.03011
H 2.60879 0.81649 -0.00331
S -7.55771 -1.82381 1.34949
C -7.45991 -2.90241 2.68339
C -6.17491 -3.14711 3.04489
C -5.23751 -2.47091 2.23829
C -5.81521 -1.71261 1.25679
C -5.18131 -0.91731 0.23079
C -3.80471 -1.05601 -0.07171
N -3.18501 -0.35281 -0.97551
C -3.85901 0.56929 -1.67401
C -5.24891 0.77229 -1.48991
C -5.93871 1.73999 -2.27411
C -5.27541 2.50679 -3.16801
C -3.87081 2.36339 -3.35161
C -3.15211 3.17679 -4.23261
C -1.78501 3.00389 -4.36781
C -1.19611 1.95989 -3.62191
N -1.84351 1.18179 -2.80511
C -3.15571 1.37829 -2.62461
C -0.97011 3.82519 -5.22971
C -1.35391 4.65449 -6.25231
C -0.27141 5.29459 -6.88361
C 0.92419 4.95689 -6.33471
S 0.75749 3.84349 -5.03771
C -5.89341 0.00589 -0.51551
H -8.36661 -3.28781 3.10829
H -5.90181 -3.79451 3.85899
H -4.17361 -2.52751 2.38289
H -3.20351 -1.78321 0.45319
H -7.00501 1.84949 -2.13451
H -5.79731 3.24749 -3.75981
H -3.67511 3.94869 -4.77971
H -0.13811 1.76609 -3.73401
H -2.37741 4.79159 -6.55121
H -0.38171 5.97619 -7.70991
H 1.90439 5.28619 -6.61911
H -6.94971 0.15129 -0.32901
O 5.58969 -2.70581 3.85719
C 5.58639 -3.62811 2.86919
O 6.42039 -4.50151 2.86399
C 4.51849 -3.51271 1.85819
C 4.21589 -4.65241 1.10679
C 3.20019 -4.64281 0.18019
C 2.45739 -3.47211 -0.03061
C 2.79659 -2.31721 0.68499
C 3.79689 -2.33671 1.62579
N 1.45289 -3.33581 -0.94051
C 0.64729 -4.24651 -1.30901
C -0.36631 -3.92751 -2.29711
C -0.99991 -4.92691 -3.04621
C -1.96831 -4.55411 -3.95891
C -2.29131 -3.20891 -4.08421
C -1.59541 -2.28871 -3.30431
N -0.65771 -2.63451 -2.45211
H 4.83839 -2.10141 3.78359
H 4.78639 -5.55111 1.28889
H 2.97729 -5.53221 -0.39271
H 2.20619 -1.43191 0.50559
H 4.03069 -1.41801 2.15239
H 0.64159 -5.26281 -0.89221
H -0.71991 -5.96361 -2.91941
H -2.46761 -5.30201 -4.56181
H -3.06411 -2.88731 -4.76741
H -1.79371 -1.22711 -3.35341

These are the Mulliken partial charges, in e, on atoms 1 to 99:
1. K 0.71
2. N -0.48
3. C 0.20
4. S -0.39
5. N -1.77
6. N 2.01
7. C -1.46
8. C 1.17
9. C -0.99
10. C -0.71
11. C -1.06
12. C -0.62
13. N 0.77
14. H 0.23
15. H 0.23
16. H 0.08
17. H 0.68
18. H 0.43
19. H 0.47
20. H 0.34
21. S -0.40
22. C 0.17
23. N -1.13
24. N 0.22
25. C 1.01
26. C -0.36
27. C -0.48
28. C -0.68
29. C -0.49
30. C -0.60
31. N -0.12
32. N 0.26
33. C -0.59
34. C -0.08
35. C -0.81
36. C -0.67
37. C -0.75
38. C 1.02
39. H 0.22
40. H 0.45
41. H 0.40
42. H 0.39
43. H 0.36
44. H 0.36
45. H -0.03
46. H 0.48
47. H 0.39
48. H 0.48
49. H 0.22
50. S -0.20
51. C -0.36
52. C -0.64
53. C -0.38
54. C 0.32
55. C 0.77
56. C -0.95
57. N 0.51
58. C -0.49
59. C 0.91
60. C -1.01
61. C -1.05
62. C 1.07
63. C -1.02
64. C 0.41
65. C -0.94
66. N 0.62
67. C -0.67
68. C 0.49
69. C -0.69
70. C -0.60
71. C -0.50
72. S 0.20
73. C -0.87
74. H 0.43
75. H 0.40
76. H 0.52
77. H 0.33
78. H 0.43
79. H 0.40
80. H 0.35
81. H 0.53
82. H 0.38
83. H 0.40
84. H 0.41
85. H 0.39
86. O -0.49
87. C 0.68
88. O -0.61
89. C 0.20
90. C -0.95
91. C -0.41
92. C -0.43
93. C 0.12
94. C -0.44
95. N 0.21
96. C -0.46
97. C 0.27
98. C -0.99
99. C -0.38